No. 1
{
  "formula": "C6H12O",
  "method": "the ωB97M-V functional and the def2-TZVPD basis",
  "elements": ["H", "C", "H", "H", "H", "H", "C", "H", "H", "C", "H", "H", "C", "C", "O", "H", "C", "H", "H"],
  "positions_angstrom": [[0.862, -0.745, 1.737], [1.439, -0.716, 0.815], [-3.264, 0.023, 0.903], [-1.892, -1.062, 0.620], [0.910, 0.029, -2.515], [2.266, -0.038, 0.973], [-1.462, 1.007, 0.389], [0.444, 1.849, -0.270], [-0.173, -1.026, -0.576], [-2.190, -0.106, 1.036], [1.966, -1.221, -1.867], [-1.757, 1.968, 0.792], [-0.129, 0.942, -0.193], [1.508, -0.252, -1.650], [-1.370, 0.980, -1.005], [2.317, 0.474, -1.551], [0.652, -0.304, -0.392], [-1.996, -0.108, 2.103], [1.869, -1.695, 0.651]],
  "atomic_forces_ev_per_a": [[-0.195, -0.010, -0.003], [0.301, -0.070, 0.362], [-0.023, -0.034, -0.097], [-0.076, -0.190, 0.001], [-0.052, 0.035, -0.025], [0.335, 0.298, 0.121], [-0.195, 0.442, 0.632], [0.074, 0.544, 0.090], [0.733, -0.075, 0.078], [-0.128, -0.518, 0.266], [-0.055, 0.021, 0.112], [0.013, 0.338, 0.025], [-0.574, 0.147, -0.967], [0.021, 0.048, -0.128], [0.878, 0.376, -0.343], [0.047, 0.083, 0.057], [-1.289, -1.048, -0.465], [0.049, -0.052, 0.252], [0.137, -0.336, 0.034]],
  "mulliken_charge": [0.345, -1.521, 0.386, 0.349, 0.375, 0.377, 0.183, 0.509, 0.071, -1.415, 0.395, 0.453, -0.385, -1.656, -0.494, 0.379, 0.956, 0.290, 0.404],
  "total_energy_ha": -311.01249,
  "e_lumo_ha": 0.04056,
  "relative_energy_ev": 1.2729,
  "smiles": "CC(C)[C@H]1O[C@H]1C",
  "max_force_ha_per_bohr": 0.034,
  "homo_ev": -9.99
}

***

No. 2
{
  "formula": "C11H30Ba3F3O9",
  "method": "the ωB97M-V functional and the def2-TZVPD basis",
  "elements": ["C", "H", "H", "C", "H", "H", "H", "Ba", "H", "Ba", "H", "H", "H", "O", "H", "O", "F", "H", "C", "C", "H", "H", "H", "H", "C", "H", "O", "C", "F", "H", "H", "O", "H", "C", "H", "C", "C", "O", "H", "O", "O", "H", "H", "F", "O", "H", "O", "H", "Ba", "H", "C", "H", "H", "H", "C", "H"],
  "positions_angstrom": [[1.995, -3.065, -2.165], [-1.665, -1.676, 3.490], [0.854, -1.850, 3.124], [-3.218, 6.053, -3.581], [-1.545, -4.442, 1.245], [-3.744, 6.434, -4.457], [1.707, -0.661, -0.378], [2.417, 2.861, -1.101], [-2.075, 0.055, 2.390], [1.828, 2.168, 3.293], [-0.433, -0.721, 1.137], [-1.111, 2.701, -3.444], [-1.058, -2.811, 0.783], [4.952, -0.601, 1.303], [-0.301, 0.413, -0.114], [-0.399, 1.087, 1.759], [-2.263, 0.659, -2.589], [-0.064, -4.133, -0.806], [-1.474, 2.940, -2.445], [-1.531, -3.726, 0.424], [5.047, -1.387, -0.585], [-2.574, -3.465, 0.242], [-3.070, 4.130, -4.366], [4.237, -2.296, 0.757], [0.137, 0.164, 0.853], [-2.799, -2.441, 2.342], [1.046, -0.335, 4.637], [5.094, -1.691, 0.460], [-2.718, 1.697, -0.824], [4.110, -0.215, 1.053], [0.411, -0.573, 5.316], [-1.965, 4.269, -2.508], [-1.687, 5.005, -4.610], [1.464, -1.539, 3.972], [-2.729, 6.989, -3.312], [1.652, -0.200, 0.608], [-2.687, -1.677, 3.112], [2.678, 0.801, 0.808], [1.940, -1.014, 1.273], [-2.919, -0.375, 2.542], [-0.336, 3.033, -1.597], [-3.349, -1.821, 3.966], [2.845, -2.391, -2.065], [-3.723, 2.193, -2.661], [2.123, -4.287, -1.364], [2.491, -1.299, 3.696], [-1.020, -4.213, -0.846], [1.061, -2.543, -1.955], [-1.121, 3.809, 1.178], [1.386, -2.358, 4.688], [-2.558, 1.848, -2.127], [1.960, -3.335, -3.221], [3.034, -4.588, -1.402], [6.013, -2.236, 0.677], [-2.405, 4.796, -3.817], [-3.941, 5.860, -2.788]],
  "atomic_forces_ev_per_a": [[0.477, -1.425, -0.261], [0.167, -0.408, 0.107], [-0.147, 0.518, -0.136], [-0.176, 0.426, 0.828], [0.373, -0.353, -0.184], [-0.142, -0.769, -0.475], [-0.076, 0.225, -0.324], [0.169, -1.816, -0.405], [0.086, -0.135, 0.025], [0.278, -3.266, 0.508], [0.642, -0.833, -0.332], [-0.153, -0.274, -0.394], [0.442, 0.164, -0.132], [0.500, 1.839, 0.933], [0.134, 0.120, -0.576], [1.981, 4.128, 1.179], [1.051, 0.126, -0.479], [0.307, -0.501, -0.057], [3.156, -0.167, 0.106], [-0.604, -0.282, -1.100], [0.125, -0.262, -0.238], [-0.050, -0.027, -0.062], [-0.085, -1.393, 0.240], [0.095, -1.020, -0.849], [-1.006, -0.661, -1.161], [-0.162, -0.056, 0.279], [-0.346, 1.134, -0.533], [-0.468, -1.153, 0.164], [0.138, 0.753, 1.613], [0.024, 0.392, 0.205], [-0.188, 0.162, 0.201], [-0.769, 0.363, -2.029], [1.351, -0.330, 0.255], [0.372, -0.330, 0.445], [0.812, -0.198, 0.305], [0.194, -0.083, 1.517], [0.354, 0.674, -0.017], [-2.035, 2.724, -0.560], [-0.188, -0.136, 0.159], [-0.245, 0.204, -0.057], [-1.591, 0.099, 0.322], [-0.129, -0.121, -0.292], [0.138, 0.076, 0.387], [0.130, 0.637, -0.026], [-0.642, 1.895, -0.334], [0.083, -0.775, -0.207], [-0.320, 0.872, 1.511], [-0.051, -0.247, 0.405], [-1.572, -1.902, -0.820], [0.555, -0.031, -0.063], [-1.158, -0.468, -0.448], [-0.079, -0.051, -0.082], [0.079, -0.109, -0.128], [-0.057, 0.174, -0.118], [-1.559, 1.873, 1.333], [-0.213, 0.001, -0.149]],
  "mulliken_spin": [0.000, 0.000, 0.000, 0.035, 0.000, 0.015, 0.000, 0.000, 0.000, 0.000, 0.001, 0.020, 0.000, 0.000, -0.003, 0.000, 0.007, 0.000, -0.006, 0.000, 0.000, 0.000, 0.085, 0.000, 0.002, 0.001, 0.000, 0.000, 0.007, 0.000, 0.000, 0.541, 0.084, 0.000, 0.018, 0.000, 0.000, -0.001, 0.000, 0.004, 0.118, 0.000, 0.000, 0.002, 0.000, 0.000, 0.000, 0.000, -0.001, 0.000, 0.048, 0.000, 0.000, 0.000, 0.019, 0.004],
  "total_energy_ha": -1488.67439,
  "e_lumo_ha": [-0.54145, -0.60926],
  "max_force_ha_per_bohr": 0.092,
  "multiplicity": 2,
  "homo_ev": [-17.33, -17.33],
  "total_charge": 4
}

***

No. 3
{
  "formula": "C5H28N2O8",
  "method": "the ωB97M-V functional and the def2-TZVPD basis",
  "elements": ["C", "H", "H", "H", "H", "C", "H", "H", "H", "H", "H", "H", "H", "H", "N", "H", "H", "H", "H", "H", "C", "H", "H", "H", "C", "O", "C", "H", "O", "O", "H", "H", "O", "H", "O", "H", "O", "O", "H", "N", "H", "O", "H"],
  "positions_angstrom": [[-1.946, 1.064, -1.369], [-2.563, -1.028, -1.625], [2.702, -1.404, 2.388], [-1.595, -3.357, -1.745], [-1.326, 2.232, 0.362], [-2.076, 1.492, 0.081], [0.825, -1.361, 4.845], [-3.016, 2.028, 0.301], [0.409, -4.437, -1.054], [2.048, 1.889, 2.946], [1.293, -1.552, 0.704], [1.870, 0.743, 0.083], [0.261, -2.556, -0.128], [-0.408, -0.432, -0.916], [-2.912, -0.046, -1.655], [-2.018, 1.930, -2.025], [0.829, -4.255, -2.403], [3.830, 3.065, 0.795], [2.647, 0.799, -1.358], [-3.425, 0.089, -2.525], [-0.580, 0.397, -1.595], [-2.183, 0.326, 1.760], [-0.600, 0.035, -2.635], [1.521, -0.426, -1.078], [0.633, 1.322, -1.536], [1.244, 1.367, 2.912], [0.704, 2.594, -1.869], [1.047, 0.937, 3.780], [0.005, -4.176, -1.897], [3.077, 2.606, 0.408], [2.383, 3.269, 0.313], [-0.094, -0.357, 5.175], [-2.302, -2.853, -1.301], [1.654, -0.263, 2.165], [2.159, -0.978, 1.716], [-0.066, 3.179, -2.355], [-2.125, 0.285, 0.802], [0.649, -0.451, 4.554], [1.680, 3.064, -1.936], [1.753, 0.573, -0.922], [-3.622, -0.210, -0.926], [0.671, -1.690, -0.090], [-3.036, -3.455, -1.148]],
  "atomic_forces_ev_per_a": [[1.676, -0.379, 0.932], [0.918, -0.088, -0.403], [0.046, -0.006, -0.080], [-0.126, -0.019, 0.079], [0.592, -0.451, -0.023], [-1.693, 0.536, 0.812], [0.886, 0.016, -0.620], [0.028, -0.008, -0.611], [-0.743, -0.220, 0.268], [0.086, 0.074, 0.358], [-0.732, -0.843, -0.464], [-0.033, 0.053, -0.004], [0.046, 0.007, 0.174], [-0.466, 0.008, 0.001], [-1.619, -0.417, 0.091], [-0.739, -0.307, -0.207], [-0.516, 0.197, -0.809], [0.069, 0.041, -0.028], [0.080, 0.122, 0.113], [0.086, -0.029, -0.140], [0.263, 1.123, -1.069], [0.019, 0.600, -0.011], [0.102, -0.316, 0.186], [0.367, -0.138, 0.559], [-1.542, -0.291, 0.876], [-0.441, -0.300, -0.366], [1.181, -0.006, -0.871], [0.608, 0.537, -0.675], [1.357, -0.230, 0.495], [-0.238, -0.137, -0.024], [0.151, 0.169, 0.133], [-0.103, 0.939, -0.272], [-0.040, 0.524, -0.105], [0.265, 0.160, 0.281], [0.262, 0.464, 0.481], [-0.327, -0.330, 0.234], [0.598, -0.859, -0.165], [-1.137, -1.457, 1.511], [0.025, 0.174, 0.437], [0.235, 0.210, -1.141], [0.019, 0.978, 0.171], [0.482, 0.008, -0.047], [0.049, -0.111, -0.056]],
  "mulliken_charge": [0.003, 0.208, 0.279, 0.348, 0.411, -0.792, 0.298, 0.441, 0.311, 0.312, 0.401, 0.116, 0.139, 0.648, -0.135, 0.449, 0.320, 0.303, 0.447, 0.411, -0.889, 0.304, 0.375, 0.411, 0.471, -0.678, -1.390, 0.372, -0.656, -0.616, 0.316, 0.297, -0.683, 0.350, -0.655, 0.260, -0.529, -0.615, 0.443, 0.108, 0.410, -0.604, 0.279],
  "total_energy_ha": -918.17551,
  "e_lumo_ha": -0.18836,
  "relative_energy_ev": 1.4000,
  "max_force_ha_per_bohr": 0.046,
  "homo_ev": -16.69,
  "total_charge": 2
}